(1)
19
Properties=species:S:1:pos:R:3:forces:R:3:mulliken_charge:R:1 method="wB97M-V/def2-TZVPD" lumo_energy_ev=-4.23 total_charge=+1 energy_ev=-17695.414
C 0.133 1.554 -0.102 -1.1 -4.4 1.2 0.8257
C 0.362 2.755 -0.284 -1.2 4.2 1.0 -0.9224
C -2.263 -0.800 -0.408 -2.2 0.6 2.2 -1.0210
C -0.063 -0.152 1.524 2.3 -1.0 3.3 -0.9252
C -0.819 -0.586 -0.731 1.6 -0.4 -1.8 -0.3590
N -0.113 0.361 0.212 -2.0 -0.7 -1.8 0.1091
S 3.404 -0.982 -0.512 -0.2 -1.8 -0.6 -0.3285
H -0.395 3.529 0.111 1.2 -1.2 -1.1 0.2744
H 4.602 -1.650 -0.635 -0.8 0.5 0.1 0.1839
H 1.335 3.033 -0.556 1.2 0.7 -0.6 0.3116
H -2.436 -1.543 0.467 0.4 1.4 -1.3 0.3016
H -2.792 0.222 -0.119 1.0 -2.1 -0.6 0.2875
H -2.832 -1.226 -1.255 0.6 0.3 0.3 0.3711
H -0.914 0.040 2.212 0.1 -0.2 -1.1 0.3378
H 0.756 0.421 1.948 0.2 -0.2 0.8 0.4566
H 0.286 -1.249 1.567 -0.8 1.7 -0.4 0.3107
H -0.697 -0.006 -1.659 -0.3 -0.9 -0.2 0.3768
H -0.240 -1.609 -0.800 -0.8 2.3 0.3 0.2591
H 2.686 -2.110 -0.978 0.9 1.3 0.5 0.1503

***

(2)
102
Properties=species:S:1:pos:R:3:forces:R:3:mulliken_charge:R:1 method="wB97M-V/def2-TZVPD" lumo_energy_ev=3.28 total_charge=-2 energy_ev=-85344.765
Cs -2.382 -0.552 2.939 -0.4 0.0 -0.3 1.3331
N 1.821 -0.948 1.046 0.1 0.0 -0.1 -0.2358
C 0.988 -2.159 0.838 0.1 0.0 0.1 1.2116
C 0.908 -2.952 2.138 -0.1 -0.1 -0.1 -0.7014
O 1.793 -3.848 2.304 0.0 0.1 0.0 -0.8676
N -0.027 -2.512 2.934 0.0 -0.1 0.1 0.0183
C -0.112 -3.145 4.241 0.0 0.1 0.0 -0.4007
C -0.950 -2.309 5.228 0.0 0.0 0.1 0.0152
O -1.754 -2.906 5.967 0.1 0.0 0.0 -0.8233
O -0.769 -1.049 5.201 0.1 0.0 0.2 -0.7060
H 2.671 -1.268 1.507 0.0 0.0 0.0 0.3370
H 1.337 -0.394 1.750 0.0 0.0 0.0 -0.0762
H 1.458 -2.765 0.071 0.0 0.0 0.0 -0.4767
H 0.005 -1.849 0.493 0.0 0.0 0.0 -0.1143
H 0.880 -3.286 4.695 0.0 0.0 -0.1 0.2664
H -0.564 -4.140 4.176 0.0 0.0 0.0 0.2550
N -4.217 1.680 0.240 0.0 0.0 0.0 -0.1409
C -5.556 1.882 -0.017 0.0 0.0 0.0 0.3274
C -6.098 3.169 -0.076 0.0 0.0 0.0 -0.7541
C -7.430 3.378 -0.398 0.0 0.0 0.0 -0.4432
C -8.254 2.296 -0.666 0.0 0.0 0.0 -0.6960
C -7.717 1.013 -0.605 0.0 0.0 0.0 -0.5962
C -6.385 0.768 -0.293 0.0 0.0 0.0 0.4667
C -5.861 -0.634 -0.244 0.0 0.0 0.0 0.5935
C -6.263 -1.502 -1.265 0.0 0.0 0.0 -0.6020
C -5.879 -2.835 -1.252 0.0 0.0 0.0 -0.6016
C -5.104 -3.293 -0.195 0.0 0.0 0.0 -0.5426
C -4.702 -2.405 0.802 0.0 0.1 0.0 -0.5007
C -5.022 -1.035 0.827 0.0 0.0 -0.1 -0.3924
H -3.748 2.419 0.742 0.0 0.0 0.0 0.1858
H -4.054 0.742 0.626 0.0 0.1 0.0 -0.0665
H -5.449 4.014 0.132 0.0 0.0 0.0 0.3426
H -7.822 4.389 -0.432 0.0 0.0 0.0 0.3346
H -9.301 2.442 -0.906 0.0 0.0 0.0 0.3455
H -8.359 0.158 -0.787 0.0 0.0 0.0 0.4429
H -6.866 -1.128 -2.089 0.0 0.0 0.0 0.3985
H -6.176 -3.502 -2.054 0.0 0.0 0.0 0.3271
H -4.799 -4.335 -0.156 0.0 0.0 0.0 0.3516
H -4.088 -2.825 1.602 0.0 0.0 0.0 0.1956
C 3.118 7.439 2.740 0.0 0.0 0.0 -1.4707
C 2.373 6.132 2.801 0.0 0.0 0.0 1.0586
C 1.000 6.100 3.017 0.0 0.0 0.0 -0.6723
C 0.304 4.899 3.038 0.0 0.0 0.0 -0.4704
C 0.993 3.715 2.852 0.0 0.0 0.0 -0.1185
C 2.362 3.721 2.621 0.0 0.0 0.0 -0.6982
C 3.044 4.926 2.605 0.0 0.0 0.0 -0.6707
S 0.082 2.170 2.837 0.1 -0.1 0.0 0.9029
C 0.533 1.595 4.473 0.0 0.0 0.0 -0.6389
O -1.363 2.540 2.884 0.0 0.0 0.0 -0.6894
H 2.548 8.239 3.212 0.0 0.0 0.0 0.3530
H 3.307 7.731 1.705 0.0 0.0 0.0 0.2854
H 4.084 7.367 3.242 0.0 0.0 0.0 0.3663
H 0.464 7.031 3.166 0.0 0.0 0.0 0.3053
H -0.767 4.857 3.189 0.0 0.0 0.0 0.4529
H 2.889 2.789 2.445 0.0 0.0 0.0 0.3690
H 4.114 4.932 2.426 0.0 0.0 0.0 0.3422
H 0.129 2.300 5.200 0.0 0.0 0.0 0.3652
H 1.621 1.550 4.538 0.0 0.0 0.0 0.3704
H 0.116 0.585 4.613 0.0 0.0 0.1 0.1451
C 3.216 2.048 -3.677 0.0 0.0 0.0 -2.0875
C 3.466 0.564 -3.359 0.0 0.0 0.0 2.0246
C 3.460 -0.212 -4.679 0.0 0.0 0.0 -1.8760
C 4.871 0.505 -2.744 0.0 0.0 0.0 -1.6969
C 2.393 0.002 -2.355 0.0 0.0 -0.1 2.2287
O 2.743 0.491 -1.083 -0.1 0.0 0.2 -0.7736
C 2.267 -1.535 -2.362 0.0 0.0 0.0 -1.5561
C 3.472 -2.345 -1.869 0.0 0.0 0.0 -0.4221
C 3.209 -3.834 -1.867 0.0 0.0 0.0 -0.3214
C 3.135 -4.508 -3.085 0.0 0.0 0.0 -0.2209
C 2.895 -5.871 -3.147 0.0 0.0 0.0 -0.8951
C 2.722 -6.570 -1.964 0.0 0.0 0.0 0.4894
Cl 2.418 -8.291 -2.031 0.0 0.0 0.0 -0.2631
C 2.785 -5.932 -0.740 0.0 0.0 0.0 -0.8478
C 3.037 -4.567 -0.694 0.0 0.1 0.0 -0.1133
C 1.004 0.582 -2.727 0.0 0.0 0.0 -2.2503
N -0.071 0.172 -1.847 0.1 0.0 0.0 1.2550
C -0.369 0.644 -0.629 0.0 0.0 0.0 -0.7175
N -1.456 0.069 -0.165 0.0 0.0 0.0 0.2285
C -1.806 -0.775 -1.173 0.0 0.0 0.0 -0.3074
N -0.992 -0.753 -2.209 -0.1 0.0 0.0 -1.1183
H 4.081 2.449 -4.212 0.0 0.0 0.0 0.5403
H 3.089 2.625 -2.759 0.0 0.0 0.0 0.3223
H 2.342 2.202 -4.313 0.0 0.0 0.0 0.3291
H 4.130 0.276 -5.393 0.0 0.0 0.0 0.5287
H 2.466 -0.247 -5.130 0.0 0.0 0.0 0.2648
H 3.807 -1.239 -4.549 0.0 0.0 0.0 0.2963
H 5.599 0.826 -3.496 0.0 0.0 0.0 0.4820
H 5.152 -0.488 -2.406 0.0 0.1 0.0 0.2821
H 4.935 1.173 -1.887 0.0 0.0 0.0 0.2848
H 2.320 -0.048 -0.342 0.1 0.0 -0.1 0.5952
H 1.984 -1.867 -3.364 0.0 0.0 0.0 0.7619
H 1.413 -1.789 -1.733 0.0 0.0 0.0 0.3522
H 3.753 -2.012 -0.867 0.0 0.0 0.0 0.3190
H 4.332 -2.171 -2.518 0.0 0.0 0.0 0.5548
H 3.267 -3.954 -4.009 0.0 0.0 0.0 0.3168
H 2.838 -6.387 -4.096 0.0 0.0 0.0 0.3961
H 2.623 -6.480 0.179 0.0 0.0 0.0 0.4955
H 3.053 -4.095 0.285 0.0 0.0 0.0 0.4362
H 0.702 0.308 -3.738 0.0 0.0 0.0 0.1296
H 1.060 1.665 -2.659 0.0 0.0 0.0 0.7649
H 0.231 1.388 -0.130 0.0 0.0 0.0 0.5921
H -2.681 -1.407 -1.128 0.0 0.0 0.0 0.2987

***

(3)
24
Properties=species:S:1:pos:R:3:forces:R:3:mulliken_charge:R:1 method="wB97M-V/def2-TZVPD" lumo_energy_ev=-4.66 total_charge=+1 energy_ev=-26922.672
C -1.418 -0.197 -0.567 1.1 0.9 -1.0 -0.6448
C -0.661 -1.510 -0.467 -0.7 0.1 -2.1 -0.5845
C -0.575 0.876 0.195 -0.8 0.9 -1.1 -0.9432
C 0.179 -1.697 0.713 0.5 1.9 1.9 -0.7056
C 0.920 0.593 -0.022 -2.3 -1.3 -0.6 -0.2701
C 1.255 -0.752 0.638 1.8 3.8 -1.6 0.7978
N 1.803 1.696 0.302 0.4 0.6 2.5 -0.0640
O 3.197 0.423 -1.245 -1.0 0.8 -3.6 -0.4983
O 4.683 -1.275 -0.287 0.6 -0.1 -0.2 -0.4567
O 4.177 0.881 0.871 0.2 -1.3 -1.1 -0.6022
O 2.465 -0.992 0.705 -0.7 -1.6 1.1 -0.5293
S 3.925 -0.106 -0.196 2.6 -0.6 3.6 1.1294
H -1.570 0.077 -1.658 0.0 -0.3 1.4 0.2886
H -2.354 -0.328 -0.076 -0.9 0.3 0.2 0.3775
H -1.294 -2.325 -0.320 -1.7 -1.3 -0.5 0.4130
H -0.143 -1.717 -1.413 0.3 0.0 0.4 0.3644
H -0.840 1.939 -0.100 0.3 -1.3 0.3 0.3401
H -0.870 0.732 1.226 0.3 0.4 0.5 0.3906
H -0.389 -1.578 1.645 0.2 -0.4 0.0 0.2973
H 0.766 -2.517 0.613 0.8 -3.6 0.5 0.4081
H 1.054 0.262 -1.087 0.0 0.8 0.7 0.4001
H 1.429 2.241 1.156 0.7 -0.5 -2.1 0.4462
H 2.111 2.227 -0.516 -0.7 0.5 0.2 0.4359
H 2.790 1.304 0.607 -0.9 1.2 0.7 0.2099

***

(4)
14
Properties=species:S:1:pos:R:3:forces:R:3:mulliken_charge:R:1 method="wB97M-V/def2-TZVPD" lumo_energy_ev=0.97 smiles="CCOC(C)=O" total_charge=0 energy_ev=-8372.995
C 1.617 1.550 -0.472 0.0 0.0 0.0 -1.0787
C 1.098 0.128 -0.571 0.3 0.0 -0.1 -0.2287
O -0.256 0.148 -0.097 0.0 -0.1 0.1 -0.2781
C -0.795 -1.055 0.157 0.0 -0.3 0.0 0.6896
O -0.264 -2.100 -0.139 -0.2 0.4 0.1 -0.5615
C -2.114 -0.914 0.868 -0.1 0.0 0.1 -0.9455
H 1.244 2.175 -1.289 0.0 -0.1 0.1 0.2872
H 1.292 1.993 0.475 0.1 -0.1 -0.1 0.2962
H 2.711 1.559 -0.497 -0.2 0.0 -0.1 0.3531
H 1.123 -0.262 -1.595 0.0 0.1 0.2 0.2845
H 1.664 -0.564 0.060 0.0 0.1 -0.1 0.3141
H -2.138 0.012 1.446 0.0 -0.1 -0.1 0.3042
H -2.255 -1.778 1.519 0.0 0.1 -0.1 0.3153
H -2.927 -0.891 0.136 0.1 0.0 0.1 0.2483

***

| no. | F_max (eV/Å) |
| --- | --- |
| 1 | 4.7 |
| 2 | 0.5 |
| 3 | 4.5 |
| 4 | 0.5 |